# 1
C2H9N3 | the ωB97M-V functional and the def2-TZVPD basis

Output
HOMO level ... -9.51 eV
Multiplicity ... 1
Structure (SMILES) ... C=N.NCN
Energy above the lowest of the compared OMol25 structures with the same formula, charge and spin ... 210.6 kJ/mol

Element x y z (Å)
C 4.2106 -0.8892 2.2089
N 5.0557 0.0909 2.1189
H 4.5511 -1.8518 2.3514
H 3.0931 -0.7974 1.9729
H 4.4448 0.7976 1.5931
N -1.9669 1.5217 -1.4818
C -2.0843 0.3264 -0.6346
N -3.0928 -0.6085 -1.1847
H -2.8538 1.9261 -1.6775
H -1.7575 1.2609 -2.5311
H -2.4774 0.6867 0.3769
H -1.0915 -0.1299 -0.4763
H -3.2638 -1.3465 -0.4969
H -2.7673 -0.9871 -2.1391

---

# 2
C5H7Cl | the ωB97M-V functional and the def2-TZVPD basis

Output
HOMO level ... -10.01 eV
Multiplicity ... 1
Structure (SMILES) ... C#CC(C)(C)Cl
Energy above the lowest of the compared OMol25 structures with the same formula, charge and spin ... 243.1 kJ/mol

Element x y z (Å)
C 2.4050 -0.8146 -0.1707
C 1.2075 -0.6333 -0.1287
C -0.3517 -0.1619 -0.3068
C -0.3093 1.3221 -0.4888
C -0.9850 -0.6199 0.9355
Cl -0.7997 -0.9904 -1.6900
H 3.3953 -1.1922 -0.0447
H -0.2786 1.4972 -1.5115
H -1.1828 1.8338 -0.1298
H 0.3617 1.8772 0.0305
H -0.6368 0.0805 1.7002
H -2.0706 -0.5410 0.6737
H -0.7550 -1.6576 1.1311

---

# 3
C5H7N | the ωB97M-V functional and the def2-TZVPD basis

Output
HOMO level ... -8.34 eV
Multiplicity ... 1
Energy above the lowest of the compared OMol25 structures with the same formula, charge and spin ... 579.2 kJ/mol

Element x y z (Å)
C -1.7670 -0.4165 0.4273
N -0.3927 0.0338 0.6070
C 0.0838 1.5367 -0.1110
C 0.5011 0.1786 -0.5442
C 1.8683 -0.3009 -0.3694
C 3.0027 -0.6854 -0.2541
H -1.8509 -1.4938 0.6066
H -2.1074 -0.1976 -0.5929
H -2.4181 0.1120 1.1274
H -0.8243 1.8032 -0.6741
H -0.1289 0.7091 1.3350
H 0.0212 -0.2648 -1.4203
H 4.0121 -1.0144 -0.1372

---

# 4
C5H8N4S | the ωB97M-V functional and the def2-TZVPD basis

Output
HOMO level ... -8.74 eV
Multiplicity ... 1
Structure (SMILES) ... Nc1cc(N)nc(CS)n1
Energy above the lowest of the compared OMol25 structures with the same formula, charge and spin ... 0.0 kJ/mol

Element x y z (Å)
N 2.0523 -2.1038 -0.3014
C 1.1924 -1.0536 -0.1622
C 1.6182 0.2680 -0.2671
C 0.6384 1.2480 -0.0539
N 0.9094 2.5846 -0.1618
N -0.6310 0.9370 0.2580
C -0.9077 -0.3684 0.3337
C -2.3431 -0.7161 0.6800
S -3.5209 -0.1614 -0.6012
N -0.0765 -1.3844 0.1505
H 2.9095 -1.9108 -0.8430
H 1.6046 -3.0110 -0.4151
H 2.6200 0.5284 -0.5412
H 1.8793 2.8894 -0.0727
H 0.2165 3.1801 0.2137
H -2.4345 -1.7683 0.7709
H -2.5998 -0.2639 1.6036
H -3.1271 1.1061 -0.5909

---

# 5
C5H35NO12 | the ωB97M-V functional and the def2-TZVPD basis

Output
HOMO level (alpha / beta) ... -13.44 / -13.39 eV
⟨S²⟩ ... 0.755
Multiplicity ... 2
Energy above the lowest of the compared OMol25 structures with the same formula, charge and spin ... 391.5 kJ/mol
Charge ... +1

Element x y z (Å)
C 0.7599 -0.2747 -0.6193
C -0.2500 -1.2078 -1.3165
C 0.4375 -2.3205 -2.1195
C 2.1138 -3.3302 -0.6358
C 0.9224 -3.4498 -1.2394
N 0.4204 0.0866 0.7164
H 1.7428 -0.7857 -0.5217
H 0.9870 0.5687 -1.2665
H -0.9462 -0.7113 -1.9926
H -0.8283 -1.6658 -0.5017
H -0.2467 -2.7302 -2.8724
H 1.2835 -1.9652 -2.7204
H 2.3846 -4.1119 0.0687
H 2.8294 -2.5298 -0.7569
H 0.2569 -4.2753 -1.0154
H -0.0007 -0.6579 1.2754
H -0.2541 0.8560 0.8371
H -1.5343 2.8351 2.1426
H -0.5413 3.0914 3.1861
O -1.2084 2.4304 2.9601
H -1.7564 0.5396 3.7722
H -2.6513 -0.7930 3.6933
O -1.7870 -0.4192 3.8443
H -0.3783 2.8854 -1.0327
H 1.0042 3.0371 -1.7650
O 0.5645 2.6822 -0.9927
H -3.9466 -0.0347 -2.7370
H -2.6923 -0.7338 -2.0306
O -3.0873 -0.4438 -2.8415
H 1.1342 -0.5308 4.3968
H 2.5120 -0.7681 3.7300
O 2.0259 -0.2235 4.3538
H 4.1503 0.6109 -2.3071
H 4.1505 1.3538 -0.9936
O 4.0202 1.4768 -1.9530
H -2.0323 1.8756 -2.5910
H -0.8357 2.1675 -3.4634
O -1.7823 2.0823 -3.5020
H -2.6059 -0.5790 0.0414
H -4.1414 -0.1225 0.6049
O -3.3813 -0.0249 0.0427
H 1.8023 2.6092 0.5593
H 1.9558 1.4637 1.3278
O 2.5190 2.2290 1.1096
H -3.2421 2.8838 -0.3863
H -2.7250 1.4839 -0.6575
O -2.4522 2.4276 -0.6965
H 3.0677 0.5405 0.2891
H 4.3791 -0.3846 0.8628
O 3.7883 -0.0720 0.1810
H -2.3918 -2.9855 1.8301
H -1.3542 -2.0079 2.1150
O -2.1590 -2.0775 1.5875

---

# 6
C5H10O2 | the ωB97M-V functional and the def2-TZVPD basis

Output
HOMO level ... -9.64 eV
Multiplicity ... 1
Structure (SMILES) ... CCO[C@@H](C)C=O
Energy above the lowest of the compared OMol25 structures with the same formula, charge and spin ... 155.8 kJ/mol

Element x y z (Å)
C -2.1932 1.2760 0.7127
C -1.0719 0.8755 -0.2251
O -0.1747 0.0391 0.4830
C 0.9860 -0.2857 -0.2443
C 1.9823 -0.9131 0.7237
C 0.6799 -1.2908 -1.3457
O 1.3298 -1.3985 -2.3573
H -1.8007 1.8547 1.5541
H -2.9324 1.8850 0.1825
H -2.6944 0.3884 1.1098
H -1.4764 0.3492 -1.1056
H -0.5392 1.7667 -0.5952
H 1.4240 0.6095 -0.7134
H 2.8873 -1.2213 0.1919
H 2.2497 -0.1907 1.4994
H 1.5345 -1.7881 1.2066
H -0.1764 -1.9654 -1.1212

---

# 7
C28H38Cl36NO6P | the ωB97M-V functional and the def2-TZVPD basis

Output
HOMO level ... -9.31 eV
Multiplicity ... 1

Element x y z (Å)
C 1.4262 -3.9971 0.2544
O 0.0585 -3.8403 -0.0913
C -0.5018 -2.6784 0.4957
C -1.9318 -2.5953 -0.0213
C -1.9322 -2.3856 -1.5539
C -2.3695 -0.9626 -1.9593
C -1.2161 0.0299 -1.6898
C -1.4282 0.6877 -0.3153
C -0.4797 1.8819 -0.1000
C 0.7797 1.4551 0.5743
C 0.8205 1.1739 1.8516
P -0.5461 1.2117 3.0418
O -0.1659 1.9015 4.2403
O -1.9080 1.8372 2.5019
O -0.8615 -0.3241 3.4372
C 2.1393 0.7562 2.4213
O 2.2111 0.5176 3.5552
C 3.3506 0.6533 1.5899
C 3.2910 0.9145 0.3166
C 4.5221 0.7547 -0.5180
C 4.6442 -0.7053 -1.0117
N 4.1063 -0.8816 -2.3640
C 1.9958 1.3322 -0.2774
O 1.9634 1.5154 -1.4233
H 1.9729 -4.4171 -0.5818
H 1.8383 -3.0425 0.5755
H 1.4904 -4.7031 1.0888
H 0.0890 -1.7892 0.2508
H -0.4763 -2.8357 1.5826
H -2.5365 -1.8675 0.5139
H -2.3739 -3.5694 0.1740
H -2.6311 -3.1059 -1.9722
H -0.9403 -2.5454 -1.9603
H -3.2155 -0.6806 -1.3318
H -2.6972 -0.9219 -2.9903
H -1.2327 0.8077 -2.4453
H -0.2425 -0.4565 -1.7106
H -1.3980 -0.0354 0.4991
H -2.4395 1.0945 -0.3436
H -0.2478 2.3017 -1.0751
H -0.9519 2.6991 0.4352
H -2.4160 1.1266 2.0868
H -0.1610 -0.8518 3.0364
H 4.2742 0.3420 2.0410
H 4.4572 1.4047 -1.3851
H 5.4106 0.9608 0.0642
H 4.1253 -1.3959 -0.3481
H 5.6963 -1.0055 -1.0132
H 4.1719 -0.0170 -2.8844
H 4.6710 -1.5344 -2.8839
C 6.3212 0.2422 -5.6453
Cl 8.0313 0.5676 -5.3476
Cl 5.9338 -1.4357 -5.2708
Cl 5.3073 1.3416 -4.7030
H 6.1181 0.4113 -6.6964
C -4.5462 6.7666 -3.1315
Cl -5.7631 5.5563 -3.5160
Cl -3.8334 6.4515 -1.5461
Cl -3.2981 6.8270 -4.3799
H -5.0326 7.7323 -3.0948
C -1.3240 -6.2792 1.3999
Cl -1.8436 -5.2579 2.7440
Cl -0.5899 -7.7709 1.9968
Cl -2.6767 -6.6357 0.3290
H -0.5797 -5.7350 0.8293
C -0.3865 -6.5014 -3.2820
Cl -0.1065 -6.9850 -1.6085
Cl -2.0830 -6.7246 -3.7171
Cl 0.1081 -4.8298 -3.5421
H 0.2133 -7.1344 -3.9209
C -1.7203 5.7554 3.2293
Cl -2.0404 6.8134 4.5991
Cl -2.7143 6.3527 1.8917
Cl -0.0074 5.7482 2.8008
H -2.0143 4.7413 3.4774
C -0.4599 4.2662 7.1896
Cl -0.2880 3.4073 8.7297
Cl -2.1862 4.5131 6.8515
Cl 0.3852 5.8151 7.2383
H -0.0250 3.6647 6.3974
C 4.1413 0.2285 7.0803
Cl 5.7005 0.6117 6.3411
Cl 4.2966 -1.1507 8.1740
Cl 3.5017 1.6292 7.9329
H 3.4514 -0.0359 6.2966
C 7.1726 -4.3537 -2.8190
Cl 7.4917 -5.0291 -1.2213
Cl 5.4342 -4.2961 -3.1335
Cl 7.8840 -2.7480 -2.9740
H 7.6287 -4.9991 -3.5570
C -9.6192 6.5187 -3.1165
Cl -8.9617 5.0512 -3.8545
Cl -10.3822 6.1451 -1.5715
Cl -8.3773 7.7565 -2.9074
H -10.3753 6.9159 -3.7793
C 4.4667 -0.7213 -9.6129
Cl 5.3289 -2.1355 -9.0086
Cl 2.7276 -1.0003 -9.6081
Cl 4.8699 0.7097 -8.6540
H 4.7799 -0.5423 -10.6322
C -5.9017 -2.6386 1.5424
Cl -4.6343 -1.5321 2.0739
Cl -7.1336 -1.7968 0.6014
Cl -5.1819 -3.9398 0.5965
H -6.3719 -3.0570 2.4217
C -4.4716 1.4644 6.2780
Cl -3.3953 1.5435 4.8849
Cl -6.1326 1.1369 5.7685
Cl -3.9198 0.2426 7.4240
H -4.4528 2.4257 6.7737

---

# 8
C3H8N2O | the ωB97M-V functional and the def2-TZVPD basis

Output
HOMO level ... -9.08 eV
Multiplicity ... 1
Structure (SMILES) ... CN(C)C(N)=O
Energy above the lowest of the compared OMol25 structures with the same formula, charge and spin ... 67.0 kJ/mol

Element x y z (Å)
C 0.7952 1.3340 -0.2968
N -0.0783 0.2898 0.2398
C 0.5251 -0.3910 1.3987
C -0.4240 -0.6503 -0.7984
N -1.7678 -0.8598 -0.8478
O 0.3677 -1.2033 -1.5366
H 0.3146 1.8494 -1.1416
H 0.9958 2.0774 0.4822
H 1.7592 0.9268 -0.6327
H 0.1681 -1.4300 1.4489
H 1.6262 -0.4086 1.3263
H 0.2505 0.1185 2.3359
H -2.1364 -1.4245 -1.5957
H -2.3960 -0.2282 -0.3823

---

Values of strongest force on any atom, in order: 3.416; 6.591; 0.761; 1.413; 3.169; 0.593; 5.441; 0.517, all in eV/Å.